(1)
{"formula": "C5H10Cl2Si", "method": "wB97M-V/def2-TZVPD", "elements": ["C", "C", "C", "C", "C", "Si", "Cl", "Cl", "H", "H", "H", "H", "H", "H", "H", "H", "H", "H"], "xyz": [[1.49485, -1.07056, -0.19094], [-1.28736, -0.36060, -1.95496], [-0.45042, -0.33596, 1.18626], [0.99537, -0.07896, 0.75672], [1.22194, 1.35586, 0.29045], [-1.76278, -0.06045, -0.21759], [-2.39908, 1.86920, 0.02118], [-3.29354, -1.30775, 0.32067], [1.20297, -2.10005, -0.10140], [2.23651, -0.81304, -0.92254], [-0.82329, 0.39537, -2.56165], [-1.31594, -1.34111, -2.39340], [-0.53911, -1.36741, 1.53069], [-0.69062, 0.30155, 2.03939], [1.59072, -0.22150, 1.68055], [2.26739, 1.52005, 0.03763], [0.93737, 2.06029, 1.06825], [0.61503, 1.55508, -0.58930]], "de_lowest_kj_mol": 345.60, "orbital_gap_ev": [9.62, 7.31]}

---

(2)
{"formula": "C28H62B2BrN2O6", "method": "wB97M-V/def2-TZVPD", "elements": ["C", "C", "C", "O", "B", "N", "O", "C", "C", "N", "C", "C", "C", "C", "C", "C", "C", "C", "C", "C", "C", "C", "O", "C", "C", "C", "C", "C", "Br", "B", "O", "C", "C", "O", "H", "H", "H", "H", "H", "H", "H", "H", "H", "H", "H", "H", "H", "H", "H", "H", "H", "H", "H", "H", "H", "H", "H", "H", "H", "H", "H", "H", "H", "H", "H", "H", "H", "H", "H", "H", "H", "H", "H", "H", "H", "H", "H", "H", "H", "H", "H", "H", "H", "H", "H", "H", "C", "C", "O", "C", "C", "H", "H", "H", "H", "H", "H", "H", "H", "H", "H"], "xyz": [[0.53556, -5.39692, 2.96727], [0.73762, -3.91376, 2.64619], [-0.48135, -3.28166, 1.96988], [-0.20516, -2.56884, 0.80440], [0.58153, -1.31705, 0.94651], [0.45984, -0.55569, 2.26935], [0.31790, -0.56134, -0.29575], [1.48919, 0.04730, -0.75693], [1.20618, 0.25617, -2.24993], [2.39275, 0.71195, -3.01563], [1.76875, 1.40209, -0.10088], [0.66430, 2.45992, -0.21006], [-0.62688, 2.12320, 0.53825], [-1.75960, 1.54311, -0.33601], [-3.03210, 2.37448, -0.33440], [-3.92616, 2.17914, 0.90392], [-3.91830, 0.77786, 1.48243], [-4.62201, -0.26112, 0.62191], [-4.56190, -1.61918, 1.32293], [-5.48086, -2.70065, 0.71914], [-5.77795, -2.54014, -0.76862], [-6.36839, -3.84711, -1.27212], [-7.06626, -3.78449, -2.51760], [-6.55255, -2.86712, -3.45606], [2.62394, -1.06444, -0.39828], [3.95146, -0.44155, 0.07183], [5.16778, -1.35763, 0.18522], [5.88210, -1.64902, -1.12587], [4.85888, -3.01243, 1.17846], [2.64614, -2.25665, -1.45877], [3.28447, -2.09945, -2.71667], [2.00959, -3.67313, -1.21435], [0.66139, -3.72951, -1.95371], [2.05322, -1.58340, 0.80747], [1.26247, -5.72847, 3.70325], [-0.46544, -5.58877, 3.34880], [0.70143, -6.00817, 2.08363], [1.63658, -3.82613, 2.04633], [0.96798, -3.42974, 3.59415], [-1.04596, -2.70130, 2.70798], [-1.14755, -4.10372, 1.68168], [-0.51001, -0.44888, 2.55642], [0.97510, -1.04013, 2.99490], [0.75041, -0.63646, -2.67201], [0.46244, 1.03217, -2.37044], [2.63261, 0.09564, -3.77303], [3.18259, 0.83325, -2.40000], [2.68667, 1.85117, -0.47403], [1.91653, 1.21963, 0.96005], [0.43660, 2.74841, -1.23222], [1.06556, 3.36532, 0.24479], [-1.02347, 3.06809, 0.92008], [-0.43937, 1.50495, 1.40708], [-1.93399, 0.50118, -0.10427], [-1.38693, 1.55135, -1.35455], [-2.79448, 3.43475, -0.39681], [-3.57395, 2.15383, -1.25329], [-4.94104, 2.46677, 0.63057], [-3.63128, 2.88421, 1.67799], [-2.91002, 0.43302, 1.69124], [-4.44421, 0.81092, 2.43771], [-5.64675, 0.02474, 0.39365], [-4.09025, -0.32110, -0.32656], [-3.52281, -1.92985, 1.38229], [-4.91432, -1.42894, 2.33439], [-6.38114, -2.77964, 1.32288], [-4.96546, -3.65544, 0.83480], [-6.53432, -1.77113, -0.88488], [-4.85870, -2.30357, -1.29017], [-7.11348, -4.14376, -0.53708], [-5.61282, -4.63550, -1.30619], [-6.87041, -1.84634, -3.25858], [-5.46844, -2.91889, -3.54795], [-6.96409, -3.14502, -4.42247], [4.26122, 0.35923, -0.59864], [3.75752, -0.03704, 1.05425], [5.89075, -0.82111, 0.78747], [5.93438, -0.75469, -1.73259], [5.39657, -2.45580, -1.65683], [6.87063, -2.02062, -0.87200], [2.56846, -2.06561, -3.37428], [2.68108, -4.39016, -1.69222], [1.92672, -3.92491, -0.16742], [0.82457, -3.73393, -3.03216], [0.03845, -2.86938, -1.72241], [0.09967, -4.61975, -1.68558], [3.71704, 7.49266, -1.11577], [2.67228, 7.34456, -0.02130], [2.74794, 6.11962, 0.67780], [3.95342, 5.86674, 1.37179], [4.26471, 6.88517, 2.45643], [3.68691, 6.63509, -1.78878], [3.53211, 8.40058, -1.69165], [4.72648, 7.55990, -0.70597], [1.67842, 7.36225, -0.46944], [2.71927, 8.19004, 0.67600], [4.79073, 5.78108, 0.66934], [3.82619, 4.88394, 1.82577], [4.48083, 7.87096, 2.03976], [5.13716, 6.56948, 3.02971], [3.41711, 6.99042, 3.13510]], "total_charge": -1, "orbital_gap_ev": 7.46}

---

(3)
{"formula": "C3H6NO2", "method": "wB97M-V/def2-TZVPD", "elements": ["N", "C", "C", "C", "O", "O", "H", "H", "H", "H", "H", "H"], "xyz": [[1.57151, 0.38832, -0.13935], [0.48096, 0.21102, 0.55132], [-0.32649, -0.92599, 0.14400], [-1.66380, -0.96409, 0.01233], [-2.35862, 0.17195, -0.05715], [-1.41263, 1.21789, 0.04531], [2.40656, 0.81408, 0.22723], [1.76522, -0.07915, -1.00542], [0.43526, 0.68467, 1.42138], [0.02809, -1.94064, -0.02748], [-2.36604, -1.87978, -0.17348], [-1.80797, 1.99740, -0.41140]], "total_charge": 1, "de_lowest_kj_mol": 371.98, "orbital_gap_ev": 9.45}